DFT (ωB97M-V/def2-TZVPD) results for a cluster of 13 separate species, C57H75BrN14O4S2 in total at a distorted geometry.

The geometry in XYZ format:
```
153
Properties=species:S:1:pos:R:3
O -4.571 -3.417 3.478
S -4.072 -2.932 2.227
O -2.644 -3.724 1.960
C -1.559 -2.780 1.972
C -1.079 -2.345 0.581
C -2.151 -2.325 -0.509
Br -1.398 -3.128 -2.153
O -4.946 -3.668 1.076
C -5.001 -5.116 1.187
C -6.443 -5.542 1.481
C -7.187 -5.971 0.205
C -8.204 -4.912 -0.276
S -9.911 -5.554 -0.187
C -10.724 -4.180 0.500
N -11.451 -4.116 1.532
N -11.839 -2.790 1.641
C -11.334 -2.164 0.685
O -10.597 -2.981 -0.116
H -1.779 -1.915 2.588
H -0.736 -3.282 2.468
H -0.219 -2.906 0.247
H -0.726 -1.322 0.688
H -2.443 -1.332 -0.813
H -3.017 -2.930 -0.294
H -4.360 -5.466 1.988
H -4.619 -5.563 0.277
H -6.462 -6.332 2.222
H -6.916 -4.671 1.921
H -7.751 -6.876 0.408
H -6.501 -6.159 -0.612
H -8.161 -4.053 0.383
H -7.973 -4.549 -1.271
H -11.416 -1.128 0.431
N 2.896 -1.822 -0.007
C 2.877 -2.085 1.335
C 3.521 -1.062 1.974
C 3.943 -0.137 0.981
C 3.537 -0.634 -0.231
H 2.496 -2.407 -0.718
H 2.407 -2.975 1.721
H 3.668 -0.987 3.040
H 4.478 0.785 1.137
H 3.648 -0.245 -1.230
N 5.244 -0.146 -3.691
C 4.788 -0.133 -4.982
C 4.841 1.158 -5.434
C 5.353 1.957 -4.376
C 5.593 1.123 -3.315
H 5.315 -0.961 -3.109
H 4.467 -1.040 -5.465
H 4.549 1.495 -6.414
H 5.526 3.020 -4.392
H 5.982 1.322 -2.330
N 7.849 2.665 -8.633
C 7.530 2.623 -7.304
C 7.474 3.911 -6.843
C 7.766 4.766 -7.941
C 7.990 3.966 -9.030
H 7.961 1.864 -9.226
H 7.372 1.684 -6.802
H 7.249 4.209 -5.834
H 7.804 5.843 -7.930
H 8.237 4.207 -10.051
N 5.051 -2.446 5.287
C 5.067 -3.520 4.440
C 4.206 -4.460 4.938
C 3.645 -3.930 6.133
C 4.184 -2.687 6.321
H 5.592 -1.612 5.168
H 5.686 -3.522 3.559
H 3.998 -5.421 4.495
H 2.927 -4.408 6.779
H 4.027 -1.956 7.095
N 6.606 1.554 4.826
C 6.122 1.550 3.543
C 6.150 2.837 3.079
C 6.669 3.651 4.123
C 6.941 2.830 5.186
H 6.697 0.750 5.417
H 5.805 0.635 3.071
H 5.833 3.162 2.101
H 6.824 4.717 4.096
H 7.340 3.044 6.163
N 3.586 3.459 -1.871
C 3.272 3.411 -0.542
C 3.216 4.697 -0.072
C 3.502 5.556 -1.167
C 3.724 4.762 -2.262
H 3.700 2.659 -2.469
H 3.116 2.466 -0.048
H 2.992 4.989 0.942
H 3.541 6.633 -1.153
H 3.969 5.011 -3.280
N 8.584 6.924 -11.062
C 9.441 7.531 -11.939
C 8.701 8.350 -12.749
C 7.344 8.234 -12.341
C 7.305 7.350 -11.298
H 8.854 6.268 -10.352
H 10.498 7.329 -11.912
H 9.088 8.964 -13.545
H 6.495 8.744 -12.766
H 6.483 6.987 -10.705
N 3.292 4.050 5.113
C 2.591 4.853 5.968
C 1.271 4.488 5.903
C 1.175 3.420 4.972
C 2.439 3.172 4.504
H 4.284 4.095 4.952
H 3.090 5.611 6.548
H 0.465 4.937 6.461
H 0.281 2.894 4.681
H 2.804 2.451 3.793
N 2.570 -5.989 1.167
C 2.593 -7.074 0.334
C 1.747 -8.017 0.851
C 1.189 -7.479 2.043
C 1.716 -6.227 2.210
H 3.102 -5.148 1.036
H 3.206 -7.081 -0.551
H 1.548 -8.986 0.424
H 0.483 -7.958 2.701
H 1.558 -5.488 2.979
N -7.502 -2.118 -3.438
C -6.761 -3.117 -4.012
C -6.167 -2.608 -5.135
C -6.562 -1.247 -5.242
C -7.382 -0.975 -4.181
H -8.048 -2.209 -2.602
H -6.720 -4.099 -3.573
H -5.521 -3.149 -5.805
H -6.275 -0.549 -6.010
H -7.889 -0.070 -3.891
N -14.972 -4.100 1.204
C -15.848 -3.468 2.041
C -17.082 -4.036 1.866
C -16.943 -5.055 0.885
C -15.628 -5.070 0.499
H -13.995 -3.883 1.122
H -15.518 -2.672 2.686
H -17.984 -3.754 2.383
H -17.717 -5.703 0.509
H -15.107 -5.686 -0.214
N -0.766 7.679 7.860
C -1.961 8.261 8.185
C -2.238 7.953 9.490
C -1.164 7.156 9.973
C -0.273 7.007 8.945
H -0.320 7.736 6.964
H -2.510 8.841 7.463
H -3.111 8.264 10.039
H -1.060 6.740 10.961
H 0.666 6.483 8.891
```

E_LUMO   -0.049 eV
E_tot   -181084.4998 eV
Spin multiplicity   1
HOMO level   -7.96 eV